Here is 2 unconnected molecules or ions with the total composition C7H10NPS2 in a non-equilibrium geometry from the Open Molecules 2025 dataset. Energies are from ωB97M-V/def2-TZVPD.

Output
LUMO level in eV: -0.6
Kohn-Sham gap in eV: 8.2
Largest force on an atom in eV Å⁻¹: 3.8
Energy relative to the best compared isomer or geometry (same formula, charge and spin) in kcal/mol: 0.0
Net charge: 0
Spin multiplicity: 1
Energy in Ha: -1465.22242

Cartesian coordinates (Å):
C1 -2.06 2.05 0.78
C2 -1.50 1.78 -0.52
C3 -1.44 1.52 1.88
C4 -0.31 1.18 -0.62
C5 -0.18 0.90 1.78
C6 0.34 0.74 0.49
C7 1.71 0.20 0.32
N1 0.03 -2.71 -2.03
P1 1.73 -1.66 0.20
S1 0.47 -2.60 1.43
S2 3.22 -2.30 -0.74
H1 -2.93 2.61 0.81
H2 -2.03 2.11 -1.34
H3 -1.79 1.79 2.93
H4 0.13 1.07 -1.60
H5 0.42 0.68 2.65
H6 2.22 0.68 -0.49
H7 2.44 0.33 1.14
H8 -0.94 -2.77 -1.85
H9 0.29 -3.53 -2.47
H10 0.18 -2.07 -2.77